1.
Molecular formula: C18H45N3O6V
Method: DFT, ωB97M-V/def2-TZVPD

Summary:
* largest force on an atom: 1.37 eV/Å
* Kohn-Sham gap: 6.854 eV
* energy above the lowest of the compared OMol25 structures with the same formula, charge and spin: 0.0 kJ/mol

Structure (ORCA input):
```
! wB97M-V def2-TZVPD RIJCOSX def2/J DEFGRID3
* xyz 1 1
O -12.556 -35.807 -17.172
V -11.958 -34.433 -17.660
O -12.961 -33.322 -17.171
C -18.706 -37.218 -16.308
C -18.497 -36.169 -15.205
C -18.622 -36.839 -13.831
C -17.436 -37.701 -13.450
C -16.183 -36.841 -13.523
C -15.973 -36.110 -14.859
N -17.223 -35.468 -15.256
O -17.062 -34.884 -16.550
C -14.926 -35.004 -14.619
C -15.416 -37.078 -15.909
C -19.608 -35.135 -15.310
H -18.148 -38.133 -16.104
H -18.414 -36.825 -17.279
H -19.760 -37.500 -16.331
H -18.715 -36.038 -13.086
H -19.551 -37.411 -13.794
H -17.359 -38.583 -14.090
H -17.563 -38.028 -12.418
H -15.256 -37.374 -13.299
H -16.280 -36.073 -12.744
H -13.986 -35.501 -14.374
H -14.782 -34.460 -15.554
H -15.289 -34.337 -13.840
H -15.135 -36.516 -16.802
H -14.520 -37.568 -15.530
H -16.154 -37.809 -16.226
H -19.403 -34.301 -14.633
H -20.562 -35.564 -15.002
H -19.715 -34.759 -16.329
H -17.157 -33.943 -16.379
C -15.486 -31.537 -17.433
O -16.705 -30.849 -17.638
H -15.004 -31.237 -16.502
H -15.619 -32.624 -17.482
H -14.833 -31.300 -18.276
H -17.384 -31.268 -17.103
C -8.117 -36.747 -16.926
C -9.452 -36.017 -16.791
C -9.326 -34.753 -15.988
O -10.636 -34.176 -15.837
C -10.721 -33.172 -14.835
N -10.019 -35.649 -18.130
H -8.274 -37.731 -17.366
H -7.617 -36.881 -15.968
H -7.445 -36.180 -17.577
H -10.203 -36.672 -16.350
H -8.643 -34.035 -16.463
H -8.932 -34.983 -14.995
H -11.743 -32.799 -14.831
H -10.091 -32.310 -15.089
H -10.447 -33.575 -13.863
H -10.131 -36.496 -18.689
H -9.263 -35.203 -18.664
C -12.327 -33.679 -22.012
C -11.835 -33.809 -20.567
C -11.443 -32.460 -20.019
O -10.904 -32.599 -18.695
C -10.267 -31.428 -18.239
N -12.855 -34.464 -19.685
H -13.183 -32.999 -22.042
H -12.617 -34.652 -22.403
H -11.567 -33.246 -22.661
H -10.937 -34.433 -20.529
H -12.269 -31.735 -20.003
H -10.680 -32.031 -20.679
H -9.827 -31.622 -17.263
H -10.981 -30.604 -18.152
H -9.452 -31.121 -18.903
H -13.027 -35.417 -19.988
H -13.729 -33.949 -19.752
*
```

2.
Molecular formula: C18H45N3O9
Method: DFT, ωB97M-V/def2-TZVPD

Summary:
* largest force on an atom: 5.01 eV/Å
* Kohn-Sham gap: 3.477 eV
* energy above the lowest of the compared OMol25 structures with the same formula, charge and spin: 654.6 kJ/mol

Structure (ORCA input):
```
! wB97M-V def2-TZVPD RIJCOSX def2/J DEFGRID3
* xyz 0 1
C -7.033 3.068 -5.846
C -5.671 2.186 -5.991
C -4.766 2.550 -4.745
O -5.356 2.197 -3.529
C -4.388 1.678 -2.700
N -6.072 0.661 -5.974
H -6.385 0.415 -5.046
H -6.900 0.541 -6.539
H -5.420 -0.045 -6.285
H -6.728 4.114 -5.819
H -7.538 2.834 -4.909
H -7.780 2.851 -6.610
H -5.254 2.313 -6.990
H -4.535 3.613 -4.684
H -3.840 2.074 -5.068
H -3.809 0.868 -3.144
H -4.788 1.364 -1.736
H -3.680 2.492 -2.544
C 0.603 -1.515 4.708
C -0.587 -0.682 4.180
C -1.838 -0.883 5.056
O -3.019 -0.179 4.697
C -3.559 -0.474 3.374
N -0.172 0.823 4.225
H -0.023 1.176 5.159
H 0.663 0.856 3.657
H -0.896 1.441 3.887
H 1.419 -1.678 4.004
H 0.151 -2.456 5.020
H 1.075 -1.072 5.584
H -0.764 -0.906 3.128
H -1.636 -0.590 6.086
H -2.064 -1.948 5.001
H -2.951 -0.145 2.531
H -4.494 0.070 3.244
H -3.861 -1.520 3.320
C 3.029 -4.325 -0.115
C 4.097 -3.911 -1.227
C 5.231 -3.242 -0.470
O 6.342 -3.032 -1.277
C 7.219 -2.020 -0.713
N 4.579 -5.171 -1.996
H 4.657 -6.055 -1.513
H 4.077 -5.342 -2.856
H 5.546 -5.013 -2.242
H 2.879 -3.546 0.633
H 3.273 -5.231 0.440
H 2.085 -4.518 -0.624
H 3.634 -3.234 -1.945
H 5.319 -3.866 0.419
H 4.688 -2.334 -0.207
H 6.785 -1.034 -0.878
H 8.191 -2.188 -1.175
H 7.344 -2.096 0.367
C 0.628 0.791 -1.056
C 0.711 0.382 -2.570
O 0.351 -0.790 -2.939
O 0.837 1.274 -3.450
H 0.409 1.858 -1.006
H 1.606 0.647 -0.597
H -0.195 0.209 -0.643
C 6.620 -0.797 4.466
C 5.471 0.226 4.347
O 5.285 1.013 5.314
O 4.716 0.331 3.411
H 6.658 -1.298 5.434
H 7.489 -0.183 4.231
H 6.600 -1.520 3.650
C -2.361 5.705 0.620
C -1.677 5.036 1.822
O -0.460 5.206 1.978
O -2.376 4.439 2.656
H -1.633 5.556 -0.178
H -2.466 6.764 0.855
H -3.294 5.217 0.337
*
```

3.
Molecular formula: C18H46As3N5O2W
Method: DFT, ωB97M-V/def2-TZVPD

Summary:
* largest force on an atom: 2.45 eV/Å
* Kohn-Sham gap (alpha / beta): 6.916 / 6.090 eV
* ⟨S²⟩: 2.01
* energy above the lowest of the compared OMol25 structures with the same formula, charge and spin: 0.0 kJ/mol

Structure (ORCA input):
```
! wB97M-V def2-TZVPD RIJCOSX def2/J DEFGRID3
* xyz 4 3
W 0.675 -0.237 -0.966
N 3.617 0.043 -4.943
C 2.463 -0.628 -4.250
C 2.650 -2.128 -4.060
C 1.455 -2.724 -3.295
N 1.419 -2.314 -1.840
C 0.132 -2.386 -3.976
C -0.044 -0.902 -4.287
N -0.366 -0.140 -3.036
C 1.177 -0.329 -5.007
H 4.515 -0.413 -4.769
H 3.689 1.017 -4.598
H 3.492 0.072 -5.959
H 2.403 -0.172 -3.269
H 3.585 -2.354 -3.536
H 2.694 -2.630 -5.029
H 1.577 -3.808 -3.318
H 2.297 -2.618 -1.423
H 0.723 -2.930 -1.415
H -0.705 -2.741 -3.366
H 0.083 -2.944 -4.913
H -0.891 -0.795 -4.965
H -1.342 -0.351 -2.828
H -0.341 0.853 -3.260
H 1.060 0.749 -5.152
H 1.220 -0.799 -5.994
C -0.879 3.084 0.330
As -1.313 1.277 -0.233
C -2.724 1.632 -1.532
C -2.444 0.436 1.157
C -1.947 0.243 2.612
C -2.591 -1.038 3.164
C -0.409 0.148 2.694
As 0.619 -1.071 1.519
C 0.140 -2.902 2.005
C 2.294 -0.927 2.517
C -2.426 1.448 3.449
As -2.153 1.388 5.438
C -2.111 3.234 6.022
C -3.721 0.602 6.274
H -1.772 3.562 0.730
H -0.552 3.632 -0.553
H -0.074 3.109 1.062
H -3.447 2.297 -1.061
H -3.246 0.723 -1.831
H -2.329 2.140 -2.411
H -2.666 -0.546 0.729
H -3.388 0.985 1.155
H -2.348 -1.899 2.543
H -3.678 -0.947 3.189
H -2.238 -1.241 4.178
H -0.126 -0.129 3.714
H 0.032 1.130 2.494
H -0.033 -2.947 3.079
H 0.980 -3.556 1.770
H -0.744 -3.260 1.481
H 2.094 -1.222 3.546
H 2.666 0.098 2.522
H 3.058 -1.607 2.136
H -3.512 1.551 3.365
H -1.963 2.378 3.115
H -1.270 3.778 5.597
H -2.038 3.259 7.109
H -3.054 3.693 5.712
H -3.798 -0.468 6.099
H -4.595 1.117 5.867
H -3.655 0.784 7.347
N 2.995 -0.060 -0.500
N 3.053 1.378 -0.544
C 2.543 1.754 -1.849
O 3.301 2.047 -2.748
O 1.263 1.588 -1.925
H 3.268 -0.333 0.438
H 3.705 -0.460 -1.117
H 3.996 1.730 -0.403
*
```

4.
Molecular formula: C18H46BFO13S
Method: DFT, ωB97M-V/def2-TZVPD

Summary:
* largest force on an atom: 1.81 eV/Å
* Kohn-Sham gap: 9.281 eV

Structure (ORCA input):
```
! wB97M-V def2-TZVPD RIJCOSX def2/J DEFGRID3
* xyz 0 1
C -4.817 -1.041 0.824
C -4.431 -2.506 0.856
O -3.233 -2.661 0.079
B -3.237 -3.629 -0.867
O -4.182 -3.825 -1.815
O -2.106 -4.511 -0.900
S -0.918 -3.900 -1.847
O -0.837 -4.716 -3.001
O -1.757 -2.525 -2.439
F -1.031 -1.422 -1.980
H -3.929 -0.492 1.097
H -5.044 -0.792 -0.206
H -5.642 -0.837 1.488
H -4.163 -2.736 1.877
H -5.242 -3.148 0.530
H -5.085 -3.727 -1.491
C -0.315 1.392 -2.416
O 0.062 2.432 -3.306
C -1.035 2.987 -4.012
C -1.471 4.308 -3.418
O -2.009 4.145 -2.115
C -1.098 4.492 -1.089
H 0.537 1.174 -1.773
H -1.163 1.681 -1.790
H -0.567 0.493 -2.977
H -1.874 2.285 -4.038
H -0.705 3.157 -5.042
H -2.263 4.730 -4.043
H -0.635 5.014 -3.407
H -0.980 5.580 -1.036
H -0.121 4.027 -1.241
H -1.514 4.142 -0.145
C 3.545 1.211 -2.839
O 3.282 0.208 -1.871
C 3.279 -1.103 -2.413
C 4.570 -1.834 -2.118
O 5.672 -1.243 -2.785
C 6.461 -0.425 -1.937
H 3.735 2.146 -2.314
H 4.418 0.970 -3.450
H 2.673 1.348 -3.487
H 3.094 -1.076 -3.491
H 2.452 -1.645 -1.942
H 4.483 -2.861 -2.485
H 4.746 -1.874 -1.038
H 7.051 -1.042 -1.254
H 5.845 0.270 -1.361
H 7.145 0.143 -2.564
C 10.793 1.897 2.269
O 9.446 2.260 2.508
C 8.747 2.622 1.328
C 7.854 1.503 0.841
O 8.609 0.382 0.403
C 8.641 -0.664 1.357
H 11.180 1.439 3.177
H 10.880 1.181 1.449
H 11.395 2.784 2.041
H 9.444 2.923 0.541
H 8.123 3.487 1.575
H 7.282 1.862 -0.021
H 7.145 1.212 1.620
H 7.672 -1.175 1.394
H 8.894 -0.296 2.354
H 9.398 -1.379 1.039
C -10.213 -1.839 5.588
O -10.451 -0.927 4.532
C -9.360 -0.054 4.290
C -8.553 -0.490 3.087
O -7.896 -1.728 3.315
C -8.559 -2.821 2.706
H -10.999 -2.592 5.561
H -9.246 -2.337 5.484
H -10.254 -1.326 6.555
H -8.718 0.019 5.172
H -9.777 0.938 4.092
H -7.776 0.258 2.897
H -9.191 -0.547 2.200
H -8.408 -2.800 1.620
H -9.629 -2.818 2.923
H -8.119 -3.736 3.099
*
```

5.
Molecular formula: C18H46F6N3O8
Method: DFT, ωB97M-V/def2-TZVPD

Summary:
* largest force on an atom: 5.27 eV/Å
* Kohn-Sham gap: 7.105 eV
* energy above the lowest of the compared OMol25 structures with the same formula, charge and spin: 214.4 kJ/mol

Structure (ORCA input):
```
! wB97M-V def2-TZVPD RIJCOSX def2/J DEFGRID3
* xyz -1 1
N 0.465 -0.611 0.078
H 1.260 -1.213 -0.085
H -0.291 -1.257 -0.098
H 0.406 0.025 -0.704
H 0.429 -0.229 1.012
C -1.831 -3.005 1.323
O -1.977 -1.678 1.996
O -1.362 -2.796 0.004
C -0.982 -3.967 2.287
F -1.032 -5.240 1.985
F 0.255 -3.605 2.562
F -1.550 -3.972 3.490
C -3.347 -1.151 1.857
C -3.318 0.347 2.172
H -4.193 0.886 1.811
H -3.356 0.526 3.247
H -2.398 0.813 1.819
H -3.952 -1.656 2.610
H -3.786 -1.265 0.866
H -2.822 -3.459 1.361
C -0.800 2.282 -2.180
O -2.095 1.825 -2.496
O -0.007 1.080 -2.116
C -0.373 3.626 -2.895
F 0.596 3.388 -3.862
F -1.238 4.310 -3.623
F 0.137 4.541 -1.998
C -3.226 2.414 -1.832
C -4.450 1.848 -2.642
H -5.421 2.284 -2.409
H -4.247 1.850 -3.713
H -4.412 0.765 -2.525
H -3.241 3.503 -1.878
H -3.336 2.150 -0.780
H -1.007 2.437 -1.121
C -3.001 -1.416 -2.706
O -2.343 -2.568 -2.733
H -3.991 -1.447 -2.251
H -2.484 -0.688 -2.081
H -3.102 -0.911 -3.667
H -2.046 -2.705 -1.830
C 2.112 -2.200 -3.049
O 1.864 -2.759 -4.361
H 3.097 -2.458 -2.662
H 2.066 -1.114 -3.123
H 1.294 -2.420 -2.363
H 1.685 -3.700 -4.419
C 3.861 -2.669 2.174
C 3.147 -1.999 0.984
C 4.127 -1.211 0.227
O 3.408 -0.554 -0.817
C 4.180 0.396 -1.676
N 2.470 -2.981 0.104
H 3.152 -3.305 2.703
H 4.199 -1.921 2.891
H 4.658 -3.324 1.822
H 2.275 -1.528 1.439
H 4.850 -1.852 -0.278
H 4.718 -0.449 0.735
H 4.740 1.010 -0.970
H 3.547 1.102 -2.213
H 4.866 -0.161 -2.314
H 1.905 -3.621 0.645
H 3.179 -3.527 -0.364
C 2.199 2.200 0.841
C 1.395 2.152 2.122
C 0.197 3.102 1.956
O -0.568 3.066 3.143
C -1.582 3.951 3.179
N 0.987 0.760 2.394
H 3.042 1.521 0.961
H 2.538 3.217 0.645
H 1.798 1.890 -0.124
H 1.927 2.543 2.989
H -0.391 2.776 1.098
H 0.556 4.129 1.897
H -2.180 3.835 2.275
H -1.203 4.973 3.179
H -2.195 3.755 4.059
H 0.056 0.818 2.782
H 1.485 0.495 3.232
*
```

6.
Molecular formula: C18H46GaS4SbSi3
Method: DFT, ωB97M-V/def2-TZVPD

Summary:
* largest force on an atom: 0.31 eV/Å
* Kohn-Sham gap: 8.621 eV
* energy above the lowest of the compared OMol25 structures with the same formula, charge and spin: 0.0 kJ/mol

Structure (ORCA input):
```
! wB97M-V def2-TZVPD RIJCOSX def2/J DEFGRID3
* xyz 2 1
Ga -0.476 -1.472 -0.351
C -3.745 -3.006 -0.696
C -3.648 -2.730 0.798
S -2.281 -1.625 1.292
C -3.155 -0.054 1.513
C -3.756 0.568 0.258
S -2.408 1.134 -0.800
C -2.917 0.791 -2.494
C -1.665 0.415 -3.277
S -0.909 -1.167 -2.815
C -2.178 -2.286 -3.491
C -2.124 -3.696 -2.932
S -2.193 -3.807 -1.137
H -3.885 -2.081 -1.256
H -4.594 -3.666 -0.883
H -3.497 -3.659 1.347
H -4.560 -2.271 1.179
H -2.433 0.617 1.982
H -3.929 -0.254 2.255
H -4.376 1.413 0.554
H -4.392 -0.139 -0.275
H -3.359 1.678 -2.947
H -3.667 0.001 -2.514
H -0.883 1.167 -3.158
H -1.880 0.343 -4.344
H -2.009 -2.312 -4.568
H -3.154 -1.838 -3.315
H -1.191 -4.196 -3.198
H -2.932 -4.281 -3.373
C 0.743 -3.024 -0.290
H 0.400 -3.750 0.447
H 1.750 -2.704 -0.027
H 0.781 -3.529 -1.257
C 3.646 0.567 3.133
Si 2.046 -0.326 2.816
C 0.737 0.095 4.075
C 2.331 -2.161 2.715
Sb 1.070 0.527 0.555
Si 2.985 0.641 -1.197
C 4.197 1.936 -0.641
C 2.177 1.095 -2.817
C 3.771 -1.041 -1.313
Si 0.397 2.999 0.997
C 1.772 3.697 2.041
C -1.202 3.088 1.959
C 0.290 3.885 -0.637
H 4.036 0.222 4.096
H 3.533 1.648 3.191
H 4.400 0.339 2.378
H 1.067 -0.239 5.062
H -0.211 -0.405 3.861
H 0.560 1.171 4.139
H 2.800 -2.473 3.653
H 3.009 -2.440 1.907
H 1.406 -2.729 2.606
H 3.742 2.920 -0.525
H 4.979 2.026 -1.401
H 4.682 1.666 0.298
H 1.623 2.034 -2.768
H 1.508 0.304 -3.164
H 2.955 1.211 -3.576
H 4.181 -1.383 -0.361
H 4.603 -0.975 -2.020
H 3.083 -1.800 -1.688
H 1.732 3.324 3.065
H 1.641 4.782 2.087
H 2.766 3.501 1.640
H -1.211 2.421 2.823
H -2.077 2.897 1.339
H -1.298 4.109 2.342
H 1.265 3.951 -1.121
H -0.049 4.909 -0.450
H -0.420 3.426 -1.327
*
```